(1)
A single C6H10N4 molecule. Source: the OMol25 dataset; level of theory: ωB97M-V/def2-TZVPD.

```
20
C6H10N4, DFT ωB97M-V/def2-TZVPD
C -1.54258 1.81684 -2.28774
C -1.35785 3.15734 -1.97099
C -0.95329 1.11882 -1.17597
C 0.45262 -0.23786 0.95858
C 1.55878 -2.52169 1.57317
C 1.27005 -1.03147 1.93867
N -0.62030 3.22912 -0.85476
N -0.41302 2.04674 -0.32147
N -0.93810 -0.24101 -0.95432
N -0.14017 -0.84177 -0.06011
H -2.28491 1.49544 -2.92770
H -1.73288 4.08290 -2.28654
H 0.15832 0.79466 0.92976
H 2.08862 -3.06276 2.32610
H 2.19944 -2.38074 0.75109
H 0.75951 -3.17465 1.23110
H 2.30000 -0.60707 2.21606
H 0.70717 -1.13434 2.81469
H -1.07159 -0.70558 -1.83916
H -0.43984 -1.80293 -0.06046
```

For the HOMO energy (spin up / spin down), the calculation gives -7.03 / -7.03 eV. The spin multiplicity is 1. The relative energy (zero: lowest compared OMol25 entry of this formula, charge and spin) comes out at 453.5 kJ/mol.


(2)
A molecular structure, C27H36Cl2Cu2N4O2. Source: the OMol25 dataset; level of theory: ωB97M-V/def2-TZVPD.

```
73
C27H36Cl2Cu2N4O2, DFT ωB97M-V/def2-TZVPD
C -16.28459 -24.25104 4.51937
N -16.30271 -24.47991 3.05074
C -17.53142 -24.59069 2.48122
C -17.66758 -24.88344 1.08665
C -16.56478 -25.21872 0.33163
C -15.29995 -25.05503 0.97684
C -15.22030 -24.74851 2.34028
C -16.64573 -25.78548 -1.03545
C -16.04322 -27.06682 -1.16252
C -15.85008 -27.65805 -2.42541
N -16.20506 -26.98513 -3.50035
C -16.95207 -25.86429 -3.40106
C -17.14697 -25.15827 -2.16389
C -15.81359 -27.44965 -4.80793
H -17.19624 -23.75781 4.85660
H -15.42752 -23.62625 4.77072
H -16.12732 -25.23925 4.95158
H -18.33175 -24.47733 3.19747
H -18.70966 -24.82561 0.80892
H -14.37996 -25.34600 0.49172
H -14.27357 -24.59713 2.83746
H -15.50955 -27.55975 -0.36339
H -15.37608 -28.59745 -2.66885
H -17.31539 -25.49115 -4.34719
H -17.61970 -24.18747 -2.18585
H -16.73755 -27.83314 -5.24075
H -15.03400 -28.20645 -4.72080
H -15.48607 -26.54631 -5.32252
C -8.39268 -24.58023 -2.13081
N -8.29592 -24.02310 -0.76049
C -9.42066 -23.73751 -0.13247
C -9.37724 -23.26139 1.17304
C -8.11650 -23.38579 1.94664
C -6.92309 -23.54302 1.18613
C -7.06327 -23.83515 -0.20522
C -8.04970 -23.22395 3.48253
C -6.93869 -22.63712 4.09453
C -6.80314 -22.68142 5.49516
N -7.79955 -23.25054 6.23584
C -8.89439 -23.80232 5.70952
C -9.07218 -23.82354 4.32488
C -7.48413 -23.54545 7.66732
H -9.26239 -24.16878 -2.64307
H -8.74833 -25.60196 -1.99779
H -7.46245 -24.48743 -2.69130
H -10.36192 -23.96443 -0.61094
H -10.27722 -23.15991 1.76137
H -5.94051 -23.48438 1.63054
H -6.27956 -24.01296 -0.92674
H -6.27111 -22.19672 3.36873
H -6.03332 -22.10800 5.99011
H -9.58576 -24.22419 6.42396
H -9.95325 -24.21066 3.83472
H -6.59388 -23.01853 8.01070
H -7.27184 -24.61456 7.67288
H -8.32712 -23.22210 8.27799
Cu -11.89316 -26.27741 -0.18112
Cu -12.09413 -26.44469 2.48208
C -12.64142 -24.83670 5.14397
O -12.88657 -26.23542 4.83860
H -11.84807 -24.69829 5.87849
H -12.43337 -24.28097 4.22965
H -13.55059 -24.32206 5.45488
O -12.27903 -24.55157 1.25786
H -12.21707 -23.76592 1.83530
Cl -10.99706 -20.99762 -0.75018
C -12.69921 -21.47845 -0.64238
C -12.92844 -22.52305 -1.65640
Cl -14.65279 -22.95915 -1.59222
H -13.37728 -20.63576 -0.77723
H -12.96356 -21.80344 0.36390
H -12.32789 -23.42107 -1.51147
H -12.66019 -22.24355 -2.67523
```

For the HOMO energy, the calculation gives -16.64 eV. The spin multiplicity is 1. As for the net charge: +4.


(3)
A single C23H30N4O2 molecule. Source: the OMol25 dataset; level of theory: ωB97M-V/def2-TZVPD.

```
59
C23H30N4O2, DFT ωB97M-V/def2-TZVPD
C 2.65337 -3.02481 -4.05788
C 3.22597 -3.62460 -2.77863
C 3.35731 -2.61014 -1.64188
C 2.01077 -2.11533 -1.11860
C 2.16873 -1.19020 0.08529
C 0.80783 -0.69926 0.57545
N 0.91607 0.16043 1.72912
C 0.30214 -0.10605 2.90000
O -0.31981 -1.12556 3.11496
C 0.41887 1.01837 3.91946
C -0.69351 2.04455 3.65417
C -0.50663 2.70277 2.33263
N 0.63240 3.22722 1.95863
C 0.41941 3.73318 0.70446
C 1.23513 4.39727 -0.20070
C 0.64778 4.75655 -1.40165
C -0.69028 4.45360 -1.65560
N -1.49021 3.82060 -0.81290
C -0.92283 3.47950 0.33240
N -1.49336 2.82926 1.39193
C -2.83052 2.27519 1.36994
C -2.79282 0.84980 0.87497
C -3.01228 -0.22972 1.72189
C -2.90459 -1.52136 1.25543
C -2.56493 -1.76681 -0.07542
O -2.45820 -3.07556 -0.43227
C -2.06401 -3.38569 -1.74594
C -2.36266 -0.68990 -0.93271
C -2.47708 0.60296 -0.45314
H 3.24780 -2.17122 -4.37672
H 1.62787 -2.69527 -3.91225
H 2.65960 -3.76335 -4.85627
H 4.21587 -4.03268 -2.99543
H 2.59290 -4.45211 -2.45049
H 3.90179 -3.07714 -0.81782
H 3.94746 -1.75763 -1.98632
H 1.39937 -2.97337 -0.82958
H 1.48395 -1.57582 -1.90829
H 2.67051 -1.72084 0.89647
H 2.78719 -0.33171 -0.18931
H 0.29497 -0.16035 -0.23114
H 0.18541 -1.54435 0.87965
H 1.39111 1.04404 1.61708
H 1.38848 1.50941 3.84862
H 0.28932 0.59718 4.91624
H -1.66022 1.54454 3.69570
H -0.66097 2.81100 4.43387
H 2.26650 4.62055 0.02471
H 1.22123 5.27627 -2.15356
H -1.14777 4.73499 -2.59432
H -3.40653 2.89909 0.68040
H -3.27059 2.33734 2.36761
H -3.26936 -0.06655 2.75789
H -3.05610 -2.36159 1.91219
H -2.79321 -3.02996 -2.48144
H -2.01320 -4.47256 -1.78976
H -1.07876 -2.96823 -1.97873
H -2.11297 -0.84242 -1.97113
H -2.31370 1.43647 -1.12127
```

As for the structure (SMILES): CCCCCCNC(=O)CCc1nc2cccnc2n1Cc1ccc(OC)cc1. For the HOMO energy, the calculation gives -8.42 eV. The spin multiplicity is 1. The relative energy (zero: lowest compared OMol25 entry of this formula, charge and spin) comes out at 49.6 kJ/mol.


(4)
2 unconnected molecules or ions with the total composition CH2Cl2FP. Source: the OMol25 dataset; level of theory: ωB97M-V/def2-TZVPD.

```
7
CH2Cl2FP, DFT ωB97M-V/def2-TZVPD
C 0.58301 -0.31458 -0.97477
F -0.65825 -0.12104 -1.50762
P 0.00595 0.11984 1.58728
Cl -0.60571 1.97578 1.37486
Cl -1.69249 -0.73702 1.72182
H 0.98642 -1.28016 -1.21283
H 1.38106 0.35718 -0.98875
```

For the HOMO energy (spin up / spin down), the calculation gives -8.21 / -8.21 eV. The spin multiplicity is 1. The relative energy (zero: lowest compared OMol25 entry of this formula, charge and spin) comes out at 184.4 kJ/mol.


(5)
A single C4H10N2O2 molecule. Source: the OMol25 dataset; level of theory: ωB97M-V/def2-TZVPD.

```
18
C4H10N2O2, DFT ωB97M-V/def2-TZVPD
C -0.10633 -0.39614 0.02299
C -0.68617 0.96742 0.22941
C -2.81439 0.34221 0.54411
C 2.24265 0.31537 -0.28922
N 1.09817 -0.40843 -0.81952
N 0.26698 -1.03231 1.28272
O -1.96239 1.25315 0.11757
O 0.74566 0.16273 -2.09084
H 0.92876 -0.54209 -2.72499
H -0.85795 -0.97940 -0.54622
H -0.05363 1.84018 0.19415
H -0.51487 -1.01087 1.92376
H 0.54027 -1.99688 1.12283
H -2.60620 -0.42023 1.27438
H -3.83670 0.45838 0.22833
H 2.42444 -0.05180 0.71734
H 3.10199 0.09998 -0.92314
H 2.08970 1.39873 -0.26366
```

For the HOMO energy (spin up / spin down), the calculation gives -7.60 / -7.44 eV. The spin multiplicity is 1. The relative energy (zero: lowest compared OMol25 entry of this formula, charge and spin) comes out at 679.0 kJ/mol.


(6)
A gas-phase ion, C4H9NOS (charge -1). Source: the OMol25 dataset; level of theory: ωB97M-V/def2-TZVPD.

```
16
C4H9NOS, DFT ωB97M-V/def2-TZVPD
C -0.37708 -0.51984 0.20701
C -1.87047 -1.09400 0.36700
S -1.97136 -2.79114 -0.23126
C -0.37981 1.11856 0.22259
N 0.87017 1.71610 -0.17787
C 2.14736 1.05702 -0.39713
O -1.40568 1.81407 0.24222
H 0.08912 -0.68562 1.13986
H 0.26466 -1.22545 -0.42172
H -2.15823 -1.02075 1.47090
H -2.61529 -0.39820 -0.13816
H -0.76572 -2.95899 0.18049
H 0.61160 2.47391 -0.83702
H 2.16817 0.05179 0.04767
H 2.30314 0.90793 -1.56327
H 3.08942 1.55460 -0.11131
```

Its expectation value of S² is 0.750. For the HOMO energy (spin up / spin down), the calculation gives 0.97 / -5.80 eV. The spin multiplicity is 2. As for the net charge: -1. The relative energy (zero: lowest compared OMol25 entry of this formula, charge and spin) comes out at 179.5 kJ/mol.